[1]
This record from the Open Molecules 2025 dataset describes a molecular structure, C36H71IN4OPSbV in a non-equilibrium geometry. The level of theory is the ωB97M-V functional and the def2-TZVPD basis.

Element x y z (Å)
I: -1.59119 1.70172 -0.52506
Sb: -2.16574 -0.30495 5.29123
V: 0.90643 1.36751 -2.18468
P: -0.08019 -1.09141 -4.20106
O: 0.59415 3.20923 -2.44029
N: 1.05144 3.68090 -3.66661
N: 2.75033 1.02564 -2.33567
N: 3.77054 1.16899 -0.10818
N: 0.23433 0.18870 -3.34463
C: 6.16352 1.57018 0.54127
C: -1.10505 -2.92063 4.09618
C: -2.50347 -2.03569 -5.73781
C: 3.41790 1.18362 1.35066
C: -1.03229 -0.26229 8.17284
C: 5.83692 1.02765 1.96103
C: 0.19343 4.58988 -4.16359
C: -2.39050 -2.52729 4.82562
C: -3.63615 -2.56320 3.89031
C: 4.50573 1.61234 2.36602
C: 1.12550 -1.14347 -5.65944
C: 1.60243 -2.98518 -3.06969
C: 2.57296 -0.96183 -5.11256
C: 2.83195 1.28527 -1.07395
C: 0.40411 0.94589 -0.39539
C: -0.65016 -3.90499 -3.57787
C: -2.10297 0.44587 -5.51895
C: 1.06775 -0.02220 -6.67472
C: 1.05978 -2.42518 -6.45897
C: 0.53292 5.13362 -5.41799
C: -4.86353 0.78672 4.08153
C: 0.81628 -0.52609 6.39806
C: -1.95506 -0.93410 -4.83928
C: -2.70171 -0.84576 -3.50504
C: -0.23146 1.67353 6.87885
C: -0.36660 -2.22050 -1.74776
C: 4.95811 1.97092 -0.34906
C: -0.48853 0.16960 6.83820
C: -4.75460 0.54561 6.72199
C: 1.80006 4.99931 -6.01584
C: -2.61643 -3.26164 6.17200
C: -3.71600 2.55775 5.54933
C: 2.72340 4.24768 -5.32403
C: 2.34356 3.66332 -4.03895
C: 0.10825 -2.66357 -3.11261
C: -4.14086 1.09538 5.47303
H: 6.85105 0.85344 0.07418
H: -1.61318 -1.20906 8.17967
H: 1.10699 0.87030 -6.03150
H: 0.48119 -2.35041 -1.03376
H: -5.21024 -0.25222 4.08169
H: -1.64108 -3.70084 6.50700
H: -1.72045 -3.73914 -3.38350
H: -4.10872 0.77458 7.58361
H: 0.46754 1.96358 6.11855
H: 1.23073 -0.04711 5.54247
H: -3.06982 2.87455 4.67835
H: 4.77883 3.07672 -0.36316
H: -2.93039 -1.64946 -6.68189
H: 5.16381 1.81119 -1.39351
H: -4.53247 -2.11376 4.41468
H: 4.16587 1.14518 3.33816
H: -0.25733 5.68636 -5.94518
H: 0.45731 -0.15653 -0.26737
H: -4.96817 -0.50025 6.65138
H: 0.16034 1.94491 7.88357
H: 3.10131 0.15596 1.60368
H: -2.36494 -0.07295 -2.79959
H: 2.25860 -2.17867 -2.82189
H: 2.66499 -0.13266 -4.44169
H: -0.73782 -1.19275 -1.65475
H: 2.11102 5.54368 -6.86860
H: 3.30451 -0.88299 -5.92166
H: -1.09888 2.30815 6.81539
H: 1.54620 -0.52968 7.21704
H: 4.58279 2.67476 2.52014
H: -0.50739 -4.17268 -4.62093
H: -0.73429 4.88277 -3.63160
H: -0.31301 -4.74369 -2.95006
H: -3.15463 0.77422 -5.37282
H: -1.71440 -2.74392 -6.00531
H: 5.75631 -0.06430 2.08703
H: 6.61398 1.33087 2.71937
H: 6.73988 2.43907 0.68312
H: 1.89997 -2.36666 -7.22324
H: 0.15953 -2.64385 -6.98788
H: -3.49649 -2.03108 2.95051
H: 3.65350 4.03495 -5.82529
H: -3.34797 -4.10628 6.04618
H: 3.05464 3.33362 -3.31733
H: 1.30891 -3.33805 -5.78830
H: -0.95828 -2.32851 3.23272
H: 1.96601 -0.02948 -7.32411
H: -3.13076 2.75540 6.46223
H: 2.50489 1.77347 1.47776
H: 2.93573 -1.77517 -4.45183
H: -1.79016 0.33831 -6.59079
H: 1.92323 -3.54301 -3.96221
H: -4.16692 0.81557 3.21950
H: 1.73023 -3.72645 -2.23950
H: -1.23415 -3.89156 3.60636
H: -1.21216 -2.78892 -1.35489
H: -3.36830 -2.49090 -5.21101
H: -3.95069 -3.62855 3.66698
H: 0.19043 -0.14183 -7.30098
H: 0.89322 1.43083 0.48050
H: -1.50123 1.20506 -4.99080
H: -2.85983 -1.83631 -3.06798
H: -0.27219 -0.25955 9.01563
H: -2.92348 -2.66897 7.04831
H: -3.76841 -0.57276 -3.78995
H: -5.72722 1.07461 6.94246
H: -0.15135 -2.91169 4.66311
H: 0.63596 -1.59178 6.14906
H: -4.54794 3.22183 5.53190
H: -1.85135 0.41676 8.54398
H: -5.74269 1.34685 3.87015

The value obtained for the total energy is -3531.475639 hartree. As for the multiplicity: 3. The calculation puts the HOMO-LUMO gap (spin up / spin down) at 0.034 / 0.091 hartree. Its strongest force on any atom is 4.81 eV Å⁻¹. As for the charge: -1.

Mulliken population analysis, charges in e, atoms 1 to 8:
1 I -0.19
2 Sb 0.37
3 V 0.66
4 P -1.31
5 O -0.44
6 N 0.53
7 N -0.72
8 N 0.56



[2]
This record from the Open Molecules 2025 dataset describes 11 unconnected molecules or ions with the total composition C36H72Br4O14 in a non-equilibrium geometry. The level of theory is the ωB97M-V functional and the def2-TZVPD basis.

Element x y z (Å)
Br: -3.15705 -4.32396 -0.19354
Br: 2.58394 8.55374 4.12896
Br: -0.03777 5.78738 1.24963
Br: -3.50500 -6.26316 -3.16992
O: 2.95736 -4.93270 -1.02195
O: 5.89269 0.65969 2.86853
O: -6.50422 6.46100 -1.50600
O: 0.30024 -0.16591 -1.14049
O: 5.84210 3.65973 -3.50949
O: -5.36920 4.64699 -2.28717
O: 2.36280 -4.60662 3.89836
O: -7.61134 0.88667 -0.21201
O: 4.07322 1.93897 3.02996
O: 5.34580 1.57906 -2.84349
O: 2.52226 0.95398 7.73046
O: -2.76142 0.73615 -5.25874
O: 1.68557 -6.69071 4.33578
O: 1.71326 -6.43370 -2.27939
C: 4.15891 3.36466 -1.82598
C: 0.95783 -0.25486 6.40085
C: -0.57575 -5.77240 4.33051
C: 1.62353 -7.38584 -1.18077
C: -3.91225 -3.60546 -1.88442
C: -7.04388 6.91579 -2.74176
C: 0.79391 -8.64775 -1.50899
C: 0.89402 2.38058 6.63875
C: 6.47561 0.99664 -3.52323
C: -5.77061 5.34145 -1.32671
C: 5.40455 -0.10932 1.81162
C: -0.94624 -0.53922 -6.14179
C: 2.53861 -5.78509 3.84271
C: 6.50052 -1.07451 1.42494
C: 1.19518 6.30935 2.68775
C: 0.59695 -6.28221 5.19201
C: -7.17699 8.44388 -2.77161
C: 3.73627 -6.42107 3.11600
C: 1.56601 1.01514 6.96885
C: -0.35344 0.02246 -0.13760
C: 1.30297 7.86152 2.76388
C: 0.03294 -0.64185 1.16599
C: 5.17338 2.89978 -2.85332
C: -0.60224 1.81890 -5.08514
C: -1.52915 0.69882 -5.38376
C: -5.34342 5.11515 0.10354
C: -4.72303 -4.71554 -2.64180
C: 5.13981 1.56263 3.47804
C: 2.35879 -5.28420 -2.06625
C: 5.84468 2.16096 4.70044
C: 2.15252 -4.24153 -3.13557
C: -9.21588 2.01801 -1.55222
C: 5.92610 -0.08218 -4.42042
C: -1.66970 0.73744 -0.12023
C: -7.38254 0.54235 -2.62214
C: -7.96191 1.17109 -1.33812
H: -0.35095 -4.98269 3.61363
H: 1.37963 3.27172 7.03643
H: 2.64839 -7.60413 -0.88058
H: 0.81102 -1.40116 1.08772
H: 1.67422 -0.90313 5.89625
H: 0.59389 -0.92740 7.17760
H: 4.58554 3.78843 -0.91686
H: -4.81660 5.99220 0.47949
H: 2.15290 5.83867 2.46562
H: -5.10346 -4.39038 -3.61011
H: -10.04406 1.37120 -1.84181
H: 0.40562 -9.17668 -0.63860
H: -1.59978 1.67636 0.42899
H: 7.12360 1.65667 -4.09993
H: -8.04648 6.50435 -2.85846
H: -7.32052 -0.53184 -2.44786
H: 4.52751 -0.61846 2.21122
H: -0.14946 -8.42232 -2.00631
H: 1.36469 -9.39646 -2.05832
H: 7.15347 0.57965 -2.77843
H: 2.32133 -3.24469 -2.72824
H: 7.38136 -0.48559 1.16921
H: 1.14013 -4.41451 -3.50058
H: -0.13469 2.37319 6.99905
H: -6.17574 8.87251 -2.72800
H: 0.32740 1.38780 -4.71363
H: -4.56535 4.35407 0.16241
H: 0.78462 5.73853 3.52063
H: -9.49123 2.53817 -0.63477
H: -7.76916 8.75812 -1.91215
H: 0.14124 -0.56678 -6.21054
H: 5.30067 -0.69812 -3.77424
H: -7.71194 8.65893 -3.69663
H: 5.41248 0.35364 -5.27737
H: -6.41405 0.96950 -2.88230
H: -1.43267 -5.40600 4.89580
H: 0.16429 -7.14056 5.70597
H: 4.13086 -7.25129 3.70176
H: -8.14088 0.65613 -3.39677
H: -6.47529 6.63957 -3.62975
H: 0.34321 8.32133 2.99955
H: 1.58533 8.17497 1.75883
H: -5.55971 -5.15669 -2.10009
H: 1.23492 -6.76604 -0.37274
H: -2.33527 0.06711 0.42361
H: -3.09431 -3.22007 -2.49313
H: 6.22608 -1.63052 0.52848
H: -6.27837 4.82709 0.58417
H: 5.05374 0.58981 1.05250
H: -1.07470 2.55079 -4.43000
H: -0.36454 2.39584 -5.97886
H: -1.24056 -0.48475 -7.18989
H: 6.73588 -1.82569 2.17888
H: 6.56614 2.96628 4.56235
H: -4.59104 -2.79559 -1.61707
H: 0.76979 2.50856 5.56345
H: 2.75990 -4.34235 -4.03503
H: -2.15483 0.81152 -1.09350
H: 5.15929 2.37260 5.52112
H: 6.46477 1.34472 5.07104
H: 3.52836 4.17866 -2.18364
H: 4.51097 -5.65468 3.09180
H: 3.51384 -6.67482 2.07954
H: -0.90076 -6.64550 3.76468
H: 6.82565 -0.61103 -4.73542
H: 3.48183 2.55494 -1.55394
H: 0.20478 0.03007 5.66612
H: 1.04814 -5.67685 5.97817
H: -8.99229 2.77341 -2.30551
H: -0.81211 -1.03388 1.73193
H: -1.32501 -1.49620 -5.78284
H: 0.42906 0.14957 1.80228

The value obtained for the total energy is -12764.261498 hartree. The calculation puts the HOMO-LUMO gap at 0.360 hartree. Its strongest force on any atom is 4.32 eV Å⁻¹. Its energy above the lowest of the compared OMol25 structures with the same formula, charge and spin is 35.7 kcal per mole. As for the charge: 0. As for the SMILES: CCOC(C)=O.CCOC(C)=O.CCOC(C)=O.CCOC(C)=O.CCOC(C)=O.CC(C)=O.CC(C)=O.CC(C)=O.CC(C)=O.BrCCBr.BrCCBr.

Mulliken population analysis, charges in e, atoms 1 to 8:
1 Br -0.11
2 Br -0.17
3 Br -0.13
4 Br -0.14
5 O -0.60
6 O -0.29
7 O -0.29
8 O -0.61



[3]
This record from the Open Molecules 2025 dataset describes 10 unconnected molecules or ions with the total composition C36H72Cl4O24 in a non-equilibrium geometry. The level of theory is the ωB97M-V functional and the def2-TZVPD basis.

Element x y z (Å)
Cl: 8.24107 -1.18762 1.22207
Cl: 4.45458 1.05250 -2.78298
Cl: 7.29762 1.76048 0.17929
Cl: 1.63310 2.47753 0.17344
O: -3.34056 2.31707 -5.55862
O: -4.28423 1.07363 -1.78237
O: 3.04069 -1.99873 -3.14293
O: -3.45381 -4.28201 -1.80272
O: 5.14222 -2.24006 -2.90638
O: 0.18740 -3.05421 3.44595
O: 5.85418 4.76813 3.64272
O: -1.55257 3.45043 -4.81699
O: 3.21846 -0.68363 1.49904
O: 1.72985 -0.28453 3.10078
O: 5.07321 3.30560 2.07072
O: -3.01428 1.90663 2.34368
O: 1.03120 -3.74571 1.60422
O: 3.82040 -3.20387 -1.40296
O: -4.89613 1.45490 1.12382
O: -2.56544 4.18965 -6.63148
O: 5.50648 2.54249 4.05534
O: 1.03513 -0.87819 1.05348
O: -1.18318 -3.82336 1.77633
O: -1.92951 -5.13450 -3.25795
O: -1.24581 -3.76071 -1.72057
O: -4.47824 3.29542 -1.77171
O: -6.33281 2.01575 -1.40807
O: -4.47431 0.49553 3.11488
C: -0.79348 -3.04044 4.53065
C: 6.28173 -2.71774 -2.18151
C: 2.70771 -0.28225 4.17234
C: -7.32472 0.37845 -2.96847
C: 2.09623 -0.60764 1.83464
C: -3.74890 -3.44991 -0.68102
C: -3.01441 -5.93539 -3.74127
C: 1.62075 -1.93589 -2.64292
C: -1.35327 3.56990 1.67000
C: -0.14724 -3.63061 2.23315
C: 5.53126 3.69336 3.27063
C: 3.69042 1.29591 -1.14783
C: -4.18508 1.30974 2.08241
C: -1.11498 -0.83443 0.23196
C: -7.05271 0.71734 -1.50896
C: -2.44419 3.35178 -5.77716
C: -0.84949 1.46556 -3.47014
C: -5.37610 4.37951 -1.33795
C: 6.19724 0.49933 0.78811
C: -4.02130 -2.03764 -1.22662
C: -2.16502 -4.36548 -2.18710
C: 0.06974 -3.22621 5.80529
C: 0.78403 -1.38798 -3.76691
C: 3.97776 -2.56548 -2.42199
C: 0.98734 -4.37414 0.32804
C: -4.50140 2.33788 -6.46019
C: 5.95357 2.66215 5.45698
C: -1.73119 2.76725 -3.49186
C: -4.99456 2.05174 -1.63907
C: 5.41963 1.37913 6.07731
C: 6.83019 -0.34592 1.85024
C: -0.29024 -0.41491 1.47099
C: -2.58809 2.79237 1.21824
C: -3.64059 0.32640 4.32986
C: 5.09983 4.37529 1.06017
C: 2.24672 1.72177 -1.35615
H: 2.22724 -0.50410 5.14894
H: -1.31358 -2.04404 4.52129
H: -0.82352 1.08725 -2.41472
H: 6.91485 -3.24492 -2.86731
H: 6.08098 -1.09271 2.17420
H: -5.15055 1.70048 -5.86916
H: 1.33013 -2.95754 -2.34613
H: -4.61900 -2.16420 -2.16413
H: 5.28538 0.90496 1.20308
H: -2.16452 -0.83365 0.41959
H: 0.43971 -3.70692 -0.36630
H: -4.81841 3.36250 -6.69054
H: -7.97265 0.84291 -0.88141
H: -2.94403 1.13021 4.51628
H: 3.26628 0.60843 4.17574
H: -0.52762 -0.96789 2.36176
H: -1.31877 3.45212 -2.80074
H: -7.51087 1.27353 -3.52178
H: 0.44436 -2.24272 6.06776
H: -3.06176 -1.63798 -1.56779
H: -4.39205 0.25791 5.15461
H: 3.40225 -1.08854 4.02627
H: -1.56913 4.19749 2.59450
H: -3.32555 -6.59634 -2.95632
H: -3.01297 -0.55496 4.10655
H: 7.16318 0.20621 2.71230
H: -3.44826 3.48404 1.02004
H: -1.21886 0.76919 -4.22638
H: 0.18685 1.73147 -3.74379
H: -4.72525 5.30280 -1.36258
H: -0.90590 -1.79495 -0.18067
H: 5.51911 3.53011 5.93322
H: 7.04056 2.74597 5.53328
H: 0.99000 -1.89593 -4.69810
H: 3.72094 0.35545 -0.61028
H: 0.93567 -3.87554 5.59670
H: 5.91202 5.09242 1.28143
H: -3.84423 -5.28931 -4.10851
H: 5.53807 1.33866 7.15646
H: 0.43352 -5.29333 0.33147
H: -2.72900 2.60974 -3.27760
H: -3.00708 -3.49300 0.04713
H: -6.45459 -0.09935 -1.02427
H: -6.25681 4.46031 -1.91521
H: 4.27788 1.97518 -0.55318
H: 2.17363 2.49089 -2.12301
H: -0.93072 -0.08790 -0.55231
H: 1.11923 -0.38545 -3.97748
H: 5.96202 -3.33844 -1.37741
H: -1.00685 4.20903 0.84040
H: -4.55592 -1.32945 -0.61057
H: 5.92097 -0.17733 -0.03072
H: -2.52589 -6.53544 -4.52992
H: 4.13588 4.90449 0.92804
H: -2.40963 2.17119 0.34072
H: 1.62297 -1.18000 -1.87126
H: 5.99797 0.53732 5.74264
H: 4.35122 1.25201 5.87411
H: -0.28917 -1.44187 -3.62935
H: -4.23737 1.80472 -7.34989
H: 1.67187 0.85122 -1.62517
H: -0.50437 -3.63573 6.60483
H: -8.24429 -0.20004 -3.09291
H: -1.59539 -3.73962 4.48861
H: -0.27356 0.63939 1.69312
H: 2.03879 -4.54484 0.04918
H: -0.55819 2.95574 2.02228
H: -4.64022 -3.86824 -0.20500
H: 5.34226 3.81714 0.16748
H: -5.63169 4.15531 -0.32315
H: 6.93775 -1.92380 -1.86667
H: -6.53723 -0.19305 -3.34623

The value obtained for the total energy is -5061.450571 hartree. The calculation puts the HOMO-LUMO gap at 0.387 hartree. Its strongest force on any atom is 6.27 eV Å⁻¹. Its energy above the lowest of the compared OMol25 structures with the same formula, charge and spin is 0.7 kcal per mole. As for the charge: 0. As for the SMILES: CCOC(=O)OC.CCOC(=O)OC.CCOC(=O)OC.CCOC(=O)OC.CCOC(=O)OC.CCOC(=O)OC.CCOC(=O)OC.CCOC(=O)OC.ClCCCl.ClCCCl.

Mulliken population analysis, charges in e, atoms 1 to 8:
1 Cl -0.21
2 Cl -0.17
3 Cl -0.20
4 Cl -0.10
5 O -0.28
6 O -0.32
7 O -0.45
8 O -0.37